No. 1
C50H59IrNOP2S4Sb | the ωB97M-V functional and the def2-TZVPD basis

Each line ends with the Mulliken charge.
Cartesian coordinates (Å):
1 Ir -0.25 -0.66 -0.29  0.81
2 C 1.37 2.40 7.04  -0.94
3 S 1.14 0.66 6.61  0.00
4 C -0.66 0.60 6.33  -1.16
5 C -1.02 0.05 4.95  -0.27
6 C -0.45 0.93 3.84  -0.39
7 N -0.45 0.35 2.50  1.14
8 P -1.62 -0.22 1.44  0.22
9 C -2.22 -1.85 2.00  1.11
10 C -3.04 -1.99 3.12  -0.29
11 C -3.41 -3.24 3.58  -1.09
12 C -2.99 -4.38 2.91  -1.00
13 C -2.20 -4.26 1.77  -0.68
14 C -1.82 -3.01 1.33  0.15
15 C -3.07 0.84 1.50  1.75
16 C -2.87 2.22 1.59  -0.98
17 C -3.95 3.08 1.61  -1.09
18 C -5.24 2.57 1.53  -0.89
19 C -5.44 1.20 1.43  -0.50
20 C -4.36 0.34 1.42  -1.06
21 P 0.89 -0.19 1.57  1.36
22 C 2.03 1.17 1.98  2.24
23 C 1.54 2.48 1.92  -0.45
24 C 2.25 3.52 2.49  -1.23
25 C 3.47 3.28 3.11  -0.90
26 C 3.99 1.99 3.13  -1.28
27 C 3.28 0.94 2.56  -1.24
28 C 1.60 -1.66 2.34  0.83
29 C 1.94 -1.67 3.69  -0.31
30 C 2.37 -2.85 4.29  -1.00
31 C 2.48 -4.01 3.54  -0.92
32 C 2.16 -4.00 2.19  -0.67
33 C 1.71 -2.83 1.59  -0.45
34 H 2.42 2.52 7.30  0.39
35 H 0.78 2.66 7.92  0.36
36 H 1.13 3.05 6.21  0.22
37 H -1.06 1.61 6.46  0.50
38 H -1.10 -0.03 7.10  0.53
39 H -2.10 0.02 4.87  0.12
40 H -0.65 -0.97 4.86  0.27
41 H 0.59 1.15 4.07  0.10
42 H -0.98 1.89 3.81  0.38
43 H -3.41 -1.11 3.63  0.59
44 H -4.04 -3.33 4.46  0.49
45 H -3.28 -5.36 3.27  0.45
46 H -1.89 -5.14 1.23  0.53
47 H -1.18 -2.95 0.45  -0.99
48 H -1.86 2.62 1.63  0.34
49 H -3.79 4.15 1.69  0.51
50 H -6.09 3.24 1.55  0.43
51 H -6.45 0.81 1.36  0.49
52 H -4.53 -0.73 1.35  0.49
53 H 0.56 2.67 1.49  0.25
54 H 1.85 4.53 2.45  0.52
55 H 4.01 4.09 3.57  0.50
56 H 4.94 1.80 3.61  0.50
57 H 3.68 -0.06 2.63  0.59
58 H 1.87 -0.77 4.29  0.50
59 H 2.63 -2.85 5.34  0.52
60 H 2.82 -4.92 4.01  0.42
61 H 2.25 -4.91 1.60  0.54
62 H 1.46 -2.82 0.53  -0.10
63 O 0.56 -1.78 -1.93  -0.09
64 C -0.40 -2.19 -2.81  4.67
65 C -1.55 -1.20 -2.69  -1.21
66 C -2.40 -1.16 -1.60  -1.77
67 C -3.35 -0.10 -1.71  -0.89
68 C -3.20 0.62 -2.85  -0.78
69 S -1.91 0.04 -3.82  -0.07
70 C 0.23 -2.19 -4.21  -1.07
71 C 1.65 -1.85 -4.45  0.80
72 C 1.86 -1.81 -5.92  -0.57
73 C 0.79 -2.16 -6.64  -0.74
74 S -0.58 -2.52 -5.61  0.20
75 C -0.87 -3.62 -2.54  -0.11
76 C -0.24 -4.49 -1.71  -0.49
77 C -0.89 -5.75 -1.64  -0.78
78 C -2.02 -5.79 -2.41  -0.78
79 S -2.29 -4.31 -3.22  -0.05
80 H -2.51 -2.00 -0.93  1.38
81 H -4.14 0.09 -1.00  0.63
82 H -3.79 1.46 -3.19  0.51
83 H 1.79 -0.86 -3.97  -0.63
84 H 2.81 -1.55 -6.35  0.51
85 H 0.68 -2.24 -7.71  0.57
86 H 0.68 -4.24 -1.20  0.32
87 H -0.55 -6.58 -1.05  0.53
88 H -2.70 -6.61 -2.54  0.53
89 C 3.93 2.84 -0.49  -1.58
90 C 3.62 1.60 -1.30  0.22
91 C 4.47 0.40 -0.88  -0.99
92 Sb 1.56 0.95 -1.62  -0.15
93 C 0.63 2.91 -1.55  0.60
94 C 0.81 3.49 -2.95  -1.40
95 C -0.82 2.90 -1.12  -1.98
96 C 2.68 -2.80 -3.73  1.80
97 C 4.10 -2.31 -3.99  -1.77
98 C 2.50 -4.25 -4.16  -1.64
99 H 4.99 3.08 -0.58  0.54
100 H 3.72 2.68 0.56  0.51
101 H 3.37 3.71 -0.83  0.28
102 H 3.81 1.80 -2.36  0.67
103 H 4.25 0.10 0.14  0.01
104 H 5.53 0.66 -0.92  0.51
105 H 4.31 -0.46 -1.53  0.08
106 H 1.22 3.51 -0.84  0.26
107 H 0.21 2.93 -3.68  0.28
108 H 1.85 3.49 -3.29  0.38
109 H 0.47 4.53 -2.98  0.43
110 H -1.45 2.41 -1.87  0.09
111 H -1.19 3.92 -1.00  0.53
112 H -0.98 2.36 -0.19  0.52
113 H 2.46 -2.70 -2.67  -0.46
114 H 4.46 -2.61 -4.98  0.46
115 H 4.78 -2.73 -3.26  0.46
116 H 4.18 -1.22 -3.92  0.35
117 H 2.68 -4.37 -5.23  0.38
118 H 1.51 -4.63 -3.92  0.31
119 H 3.22 -4.88 -3.64  0.44

Computed properties:
net charge: +2
strongest force on any atom: 1.08 eV/A
E_tot: -4690.19961 hartree
relative energy (zero: lowest compared OMol25 entry of this formula, charge and spin): 0.0 kcal/mol

No. 2
C20H36BeF3KLiN2O9 | the ωB97M-V functional and the def2-TZVPD basis

Each line ends with the Mulliken charge.
Cartesian coordinates (Å):
1 C -1.41 5.08 5.12  -0.50
2 C -1.20 3.74 4.68  -0.47
3 C -0.81 2.26 4.07  0.20
4 C -0.13 2.54 2.57  -0.08
5 O -1.00 3.31 1.68  -0.39
6 C -2.22 2.62 1.28  -0.27
7 C -2.16 2.01 -0.28  -0.37
8 C -1.49 3.10 -1.34  -0.43
9 C -0.96 2.42 -2.74  -0.59
10 C 1.13 3.59 2.93  0.09
11 O 2.20 3.24 3.65  -0.74
12 O 1.06 5.01 2.49  -0.63
13 N 0.54 1.34 1.97  0.85
14 C 1.09 1.56 0.59  -0.77
15 C 2.71 1.14 0.59  -0.49
16 C 3.27 0.75 -0.91  -0.44
17 C 4.77 1.48 -1.02  -0.62
18 O 5.78 0.84 -0.16  -0.35
19 C 6.10 1.67 1.02  -0.30
20 C -0.17 0.04 2.18  -0.07
21 C 0.38 -1.25 1.31  -0.13
22 O 1.65 -1.84 1.86  -0.57
23 C -0.76 -2.45 1.57  0.70
24 F -2.05 -2.15 0.90  -0.27
25 F -0.28 -3.79 1.11  -0.26
26 F -1.08 -2.62 3.03  -0.42
27 H -1.50 6.23 5.31  0.37
28 H 0.07 1.81 4.73  0.44
29 H -1.73 1.53 3.99  0.07
30 H -2.62 1.81 2.02  0.07
31 H -3.07 3.46 1.22  0.43
32 H -1.68 0.95 -0.33  -0.01
33 H -3.31 1.95 -0.60  0.44
34 H -2.28 3.96 -1.57  0.44
35 H -0.56 3.67 -0.87  0.16
36 H -1.74 1.62 -3.07  0.24
37 H -0.79 3.27 -3.55  0.33
38 H 0.12 1.97 -2.53  -0.06
39 H 0.49 1.03 -0.29  0.01
40 H 1.11 2.71 0.27  0.43
41 H 3.28 2.14 0.90  0.58
42 H 2.98 0.36 1.43  0.58
43 H 3.48 -0.40 -0.99  0.25
44 H 2.56 1.06 -1.78  0.24
45 H 4.72 2.62 -0.69  0.33
46 H 5.16 1.51 -2.15  0.34
47 H 6.52 2.74 0.77  0.34
48 H 6.98 1.11 1.60  0.34
49 H 5.23 1.77 1.80  0.19
50 H -1.34 0.06 2.04  -0.24
51 H 0.01 -0.28 3.32  0.32
52 H 0.40 -1.10 0.16  0.42
53 H 2.21 -2.11 1.08  0.41
54 Be 3.99 2.63 2.09  0.06
55 O 0.24 -6.53 1.89  -1.04
56 H 0.54 -5.68 1.62  0.27
57 Li -2.61 -1.26 3.90  0.95
58 C -2.57 -4.95 -1.01  -0.50
59 N -3.34 -4.03 -1.89  0.84
60 O -2.77 -3.62 -2.91  -0.48
61 O -4.49 -3.75 -1.54  -0.52
62 H -1.58 -5.11 -1.43  0.31
63 H -2.50 -4.48 -0.03  -0.02
64 H -3.12 -5.89 -0.95  0.35
65 C -2.76 -3.31 -6.17  -0.72
66 C -2.41 -4.44 -7.16  -0.15
67 O -2.01 -3.87 -8.28  -0.47
68 H -3.57 -2.67 -6.55  0.32
69 H -3.09 -3.74 -5.22  0.17
70 H -1.89 -2.67 -5.96  0.26
71 H -3.30 -5.09 -7.18  0.23
72 H -1.69 -5.08 -6.62  0.23
73 K -0.79 -5.52 3.06  0.83

Computed properties:
net charge: +1
strongest force on any atom: 10.73 eV/A
E_tot: -2490.82619 hartree

No. 3
C5H5NS2 | the ωB97M-V functional and the def2-TZVPD basis

Each line ends with the natural charge from an NBO analysis.
Cartesian coordinates (Å):
1 S -3.78 -0.08 0.17  0.17
2 C -2.17 -0.29 0.08  -0.01
3 C -1.14 0.68 0.43  -0.24
4 C 0.05 0.11 0.18  -0.07
5 C 1.41 0.62 0.40  -0.54
6 S 2.34 0.84 -1.17  -0.02
7 C -0.29 -1.24 -0.32  0.12
8 N -1.56 -1.45 -0.44  -0.45
9 H -1.35 1.67 0.86  0.24
10 H 1.37 1.62 0.88  0.25
11 H 2.05 -0.03 1.05  0.24
12 H 2.65 -0.44 -1.44  0.12
13 H 0.42 -2.01 -0.69  0.20

Computed properties:
net charge: 0
strongest force on any atom: 1.55 eV/A
E_tot: -1044.59834 hartree
relative energy (zero: lowest compared OMol25 entry of this formula, charge and spin): 23.2 kcal/mol

No. 4
C6H11N | the ωB97M-V functional and the def2-TZVPD basis

Each line ends with the natural charge from an NBO analysis.
Cartesian coordinates (Å):
1 C 2.35 0.45 -1.24  -0.39
2 C 1.54 0.05 -0.27  -0.21
3 C 0.07 0.12 -0.33  0.11
4 N -0.40 0.97 -1.34  -0.86
5 C -0.76 -0.28 0.66  0.00
6 C -2.27 -0.36 0.47  -0.63
7 C -0.23 -0.88 1.95  -0.64
8 H 3.36 0.03 -1.36  0.20
9 H 2.10 1.04 -2.11  0.18
10 H 1.96 -0.47 0.58  0.21
11 H 0.03 1.67 -1.91  0.39
12 H -1.28 0.73 -1.76  0.37
13 H -2.51 -0.19 -0.57  0.20
14 H -2.81 0.48 0.96  0.22
15 H -2.60 -1.29 0.89  0.21
16 H 0.60 -1.55 1.70  0.22
17 H 0.16 -0.20 2.70  0.22
18 H -1.07 -1.49 2.28  0.21

Computed properties:
net charge: 0
strongest force on any atom: 2.70 eV/A
E_tot: -289.90343 hartree
relative energy (zero: lowest compared OMol25 entry of this formula, charge and spin): 42.8 kcal/mol

Which of these has the lowest E_tot?
C50H59IrNOP2S4Sb

Which value of strongest force on any atom does entry 3 give?
1.55 eV/A